Here is one molecule with the formula C12H15N from the Open Molecules 2025 dataset. Energies are from ωB97M-V with the def2-TZVPD basis set.

The geometry in XYZ format:
```
28
Properties=species:S:1:pos:R:3
C -2.96 1.57 -0.05
C -1.49 -0.61 -0.12
C -0.50 -1.35 -1.09
C 0.57 -1.87 -0.17
C 0.11 -1.85 1.13
C -0.46 -0.38 1.13
C 0.62 0.48 0.50
C 0.99 1.68 0.58
C 2.39 1.92 0.13
C 3.15 0.90 -0.40
C 2.72 -0.46 -0.58
C 1.49 -0.67 0.04
H -3.33 2.38 -0.77
H -3.79 1.11 0.31
H -2.51 1.89 0.83
H -2.55 0.35 -1.70
H -2.42 -1.12 0.37
H 0.23 -0.54 -1.74
H -1.03 -2.24 -1.79
H 1.14 -2.87 -0.65
H -0.65 -2.60 1.69
H 1.03 -1.87 1.90
H -1.07 -0.06 2.04
H 0.35 2.57 0.93
H 2.64 3.00 0.10
H 4.01 1.18 -0.97
H 3.38 -1.26 -0.85
N -2.06 0.72 -0.80
```

SMILES string: CN[C@H]1C[C@@H]2C[C@H]1c1ccccc12
Calculated total energy (hartree): -520.8169
Gap between HOMO and LUMO (eV): 9.361

=====

Here is one molecule with the formula C12H15N from the Open Molecules 2025 dataset. Energies are from ωB97M-V with the def2-TZVPD basis set.

The geometry in XYZ format:
```
28
Properties=species:S:1:pos:R:3
C -0.69 0.85 2.61
C -1.30 -0.59 2.41
C -0.45 -1.34 1.39
C -1.21 -1.96 0.20
C -0.45 -0.03 -1.02
C -0.47 0.75 -2.25
C 0.68 1.26 -2.90
C 1.95 1.00 -2.32
C 2.02 0.36 -1.02
C 0.79 -0.03 -0.35
C 0.80 -0.33 1.05
C 0.53 1.02 1.78
H -1.41 1.59 2.27
H -0.53 1.03 3.67
H -2.23 -0.34 1.91
H -1.39 -1.07 3.39
H -0.08 -2.22 1.93
H -0.63 -2.67 -0.32
H -2.22 -2.32 0.27
H -2.45 -0.79 -1.12
H -1.45 0.88 -2.64
H 0.67 1.82 -3.84
H 2.76 1.18 -2.95
H 2.94 0.48 -0.39
H 1.65 -0.88 1.42
H 0.55 1.74 0.88
H 1.43 1.43 2.38
N -1.54 -0.82 -0.61
```

SMILES string: c1ccc2c(c1)NC[C@@H]1CCC[C@H]21
Calculated total energy (hartree): -520.9437
Gap between HOMO and LUMO (eV): 8.405

=====

Here is one molecule with the formula C12H15N2P from the Open Molecules 2025 dataset. Energies are from ωB97M-V with the def2-TZVPD basis set.

The geometry in XYZ format:
```
30
Properties=species:S:1:pos:R:3
C 3.16 -1.98 -0.12
C 2.25 -3.06 -0.03
C 2.67 -0.66 0.12
C 0.92 -2.87 0.29
C 1.32 -0.52 0.18
C 0.45 -1.59 0.43
C -0.97 0.11 0.30
C -2.24 0.80 0.29
C 0.51 0.71 0.28
C 0.87 1.51 1.58
C 0.79 1.57 -0.91
C -3.75 -1.41 -1.26
N -3.20 -0.17 0.88
N -0.87 -1.15 0.54
P -3.27 -1.79 0.24
H 4.19 -2.18 -0.18
H 2.71 -4.06 -0.11
H 3.50 0.02 0.11
H 0.34 -3.75 0.42
H -2.54 1.10 -0.66
H -2.15 1.79 0.83
H 0.72 0.98 2.47
H 0.17 2.32 1.53
H 1.93 1.86 1.59
H 1.88 1.63 -1.08
H 0.36 2.59 -0.74
H 0.25 1.08 -1.80
H -3.46 -0.52 -1.83
H -3.93 -2.30 -1.95
H -2.75 -0.32 1.80
```

SMILES string: C=PNCC1=Nc2ccccc2C1(C)C
Calculated total energy (hartree): -917.0390
Gap between HOMO and LUMO (eV): 8.451

=====

Here is C12H15N3O5S2 as an isolated structure from the Open Molecules 2025 dataset. Energies are from ωB97M-V with the def2-TZVPD basis set.

The geometry in XYZ format:
```
37
Properties=species:S:1:pos:R:3
O 2.88 2.15 -2.36
O -0.84 3.03 -0.39
O -0.95 -2.03 -2.71
O 1.37 -1.88 -1.98
N -0.79 -1.88 3.35
O 0.55 2.46 1.29
S -1.07 -2.49 0.69
C 1.89 1.65 -2.81
C 0.02 2.31 0.06
C -1.44 -2.52 2.42
C -1.38 -2.29 4.54
C -2.36 -3.19 4.27
N -2.40 -3.38 2.92
N 0.66 1.38 -2.23
C -3.36 -4.24 2.14
C 1.81 0.57 -3.85
C -1.88 0.17 -0.76
C -0.05 -0.93 0.59
C 0.50 1.09 -0.78
C 0.41 0.32 -3.23
C -0.37 -0.19 -0.72
S 0.13 -1.16 -2.19
H 0.14 3.25 1.60
H -1.03 -1.95 5.50
H -3.01 -3.66 4.99
H -2.87 -4.60 1.22
H -4.21 -3.62 1.82
H -3.71 -5.12 2.71
H 2.49 -0.31 -3.77
H 1.78 0.90 -4.89
H -2.19 0.73 0.09
H -2.55 -0.72 -0.81
H -2.10 0.74 -1.66
H 1.00 -1.26 0.62
H -0.23 -0.29 1.44
H 1.53 0.91 -0.35
H -0.42 0.45 -3.90
```

Calculated total energy (hartree): -1803.0717
Gap between HOMO and LUMO (eV): 8.719

=====

Here is a 2-piece molecular cluster, C12H15N7O4 overall from the Open Molecules 2025 dataset. Energies are from ωB97M-V with the def2-TZVPD basis set.

The geometry in XYZ format:
```
38
Properties=species:S:1:pos:R:3
C -3.22 -2.02 0.04
C -1.69 -1.98 0.05
N -1.13 -0.56 0.06
C -1.69 0.15 1.27
C -3.22 0.16 1.30
C -3.77 -0.56 0.04
C -3.20 0.17 -1.21
C -1.68 0.16 -1.16
H -3.56 -2.56 -0.85
H -3.57 -2.56 0.92
H -1.30 -2.51 0.93
H -1.27 -2.47 -0.84
H -1.28 -0.32 2.18
H -1.30 1.18 1.25
H -3.57 -0.33 2.22
H -3.57 1.20 1.33
H -4.87 -0.56 0.04
H -3.54 -0.32 -2.14
H -3.56 1.20 -1.24
H -1.30 1.18 -1.14
H -1.25 -0.33 -2.05
O 5.16 3.30 1.23
N 4.84 2.81 0.14
O 5.21 3.28 -0.97
C 4.00 1.62 0.08
C 3.63 1.04 -1.12
C 2.68 -0.03 -1.16
N 2.21 -0.67 -2.36
O 2.55 -0.33 -3.50
O 1.39 -1.61 -2.14
C 2.05 -0.47 0.00
N 2.55 0.02 1.17
N 2.17 -0.38 2.42
N 2.82 0.38 3.26
N 3.61 1.29 2.63
C 3.47 1.07 1.31
H 4.04 1.44 -2.04
H 1.14 -1.08 0.07
```

SMILES string: O=[N+]([O-])c1cc([N+](=O)[O-])c2nnnn2c1.C1CN2CCC1CC2
Calculated total energy (hartree): -1150.2443
Gap between HOMO and LUMO (eV): 7.148

=====

Here is C12H15NNa as an isolated structure from the Open Molecules 2025 dataset. Energies are from ωB97M-V with the def2-TZVPD basis set.

The geometry in XYZ format:
```
29
Properties=species:S:1:pos:R:3
C -0.94 -3.27 -1.89
N 0.31 -2.53 -1.75
C 1.56 -3.26 -1.93
C 0.30 -1.25 -1.51
H -0.70 -4.34 -1.95
H -1.60 -3.07 -1.03
H -1.48 -2.98 -2.81
H 1.32 -4.33 -1.99
H 2.08 -2.97 -2.86
H 2.24 -3.07 -1.08
H 1.25 -0.70 -1.53
H -0.65 -0.72 -1.49
C -1.78 0.74 2.01
Na 1.46 2.35 3.04
C -0.98 -0.41 1.84
C 0.16 -0.07 1.09
C 0.10 1.34 0.80
C -1.10 1.85 1.43
C -1.27 3.24 1.52
C -0.28 4.08 1.02
C 0.87 3.57 0.40
C 1.07 2.20 0.27
H -2.72 0.84 2.55
H -1.17 -1.39 2.28
H 1.03 -0.68 0.85
H -2.19 3.62 1.96
H -0.41 5.17 1.06
H 1.60 4.26 -0.03
H 1.93 1.77 -0.26
```

Calculated total energy (hartree): -683.0352
Gap between HOMO and LUMO (eV): 5.483
Total charge: +1

=====

Here is one molecule with the formula C12H15NO from the Open Molecules 2025 dataset. Energies are from ωB97M-V with the def2-TZVPD basis set.

The geometry in XYZ format:
```
29
Properties=species:S:1:pos:R:3
C 2.30 -3.06 0.53
C 3.09 -1.86 0.76
C 0.94 -2.99 0.63
C 2.44 -0.73 1.08
C 0.27 -1.82 0.84
C 1.08 -0.63 1.12
C -1.07 0.85 1.91
C 0.39 0.60 1.46
C -0.33 2.26 -1.54
C -1.11 -0.06 -1.65
C -2.61 1.86 -0.63
C -1.20 1.27 -0.75
N -0.79 1.12 0.67
O -1.72 0.88 2.90
H 2.85 -3.80 0.08
H 4.11 -1.87 0.72
H 0.41 -4.00 0.55
H 3.02 0.20 1.11
H -0.82 -1.80 1.02
H 1.02 1.42 1.63
H -0.14 3.23 -1.02
H 0.56 1.74 -1.64
H -0.75 2.56 -2.52
H -1.58 -0.97 -1.25
H 0.01 -0.28 -1.41
H -1.31 0.11 -2.70
H -2.98 2.38 -1.61
H -3.33 1.07 -0.58
H -2.78 2.35 0.28
```

2S+1: 3
Calculated total energy (hartree): -596.0100
Gap between HOMO and LUMO (spin up / spin down) (eV): 5.911 / 6.830

=====

Here is a 2-piece molecular cluster, C12H15NO2 overall from the Open Molecules 2025 dataset. Energies are from ωB97M-V with the def2-TZVPD basis set.

The geometry in XYZ format:
```
30
Properties=species:S:1:pos:R:3
C -1.90 2.76 2.31
C -1.88 1.51 2.81
C -2.20 2.96 0.95
C -1.58 0.44 1.92
C -1.90 1.92 0.12
C -1.44 0.65 0.58
C 1.45 0.08 0.37
C 1.78 1.28 0.01
C 1.40 -0.67 -0.83
C -0.64 -2.73 -1.05
C 0.56 -1.77 -1.43
C 2.00 -2.07 -0.90
N 1.67 0.22 -1.91
O 1.98 1.56 -1.27
O 2.83 -2.46 -1.83
H -2.27 3.58 2.90
H -1.75 1.23 3.81
H -2.33 3.95 0.52
H -1.25 -0.55 2.29
H -1.86 2.15 -0.93
H 1.48 -0.15 1.44
H 2.18 2.06 0.71
H -1.59 -2.46 -1.48
H -0.85 -2.78 0.04
H -0.22 -3.62 -1.42
H -1.38 -0.17 -0.16
H 0.52 -1.89 -2.51
H 2.28 -2.68 0.05
H 2.53 -0.10 -2.41
H 2.39 -2.23 -2.71
```

SMILES string: C[C@@H]1[C@@H](O)[C@]12C=CON2.c1ccccc1
Calculated total energy (hartree): -671.2602
Gap between HOMO and LUMO (eV): 8.628

=====

Here is a 3-piece molecular cluster, C12H16BBrClO6 overall from the Open Molecules 2025 dataset. Energies are from ωB97M-V with the def2-TZVPD basis set.

The geometry in XYZ format:
```
37
Properties=species:S:1:pos:R:3
C -3.86 -0.64 -0.47
C -2.97 -1.23 -1.41
B -2.08 -2.15 -2.51
Cl -2.80 -3.89 -2.26
O -2.31 -1.91 -3.95
C -1.22 -2.70 -4.58
C -0.07 -2.99 -3.40
Br 1.87 -2.80 -3.94
O -0.61 -2.11 -2.35
H -4.75 -0.54 0.32
H -0.76 -2.05 -5.45
H -1.58 -3.65 -5.17
H -0.08 -4.13 -3.04
O -3.68 1.40 3.38
C -2.51 1.09 3.21
O -1.46 1.71 3.83
C -0.24 1.18 3.31
C -0.60 -0.17 2.75
C -2.01 0.04 2.27
H 0.15 1.86 2.55
H 0.50 1.10 4.12
H 0.08 -0.50 1.96
H -0.59 -0.92 3.54
H -2.04 0.43 1.25
H -2.61 -0.87 2.35
O 3.35 0.05 1.99
C 3.07 0.98 1.25
O 1.91 1.69 1.31
C 1.88 2.63 0.23
C 3.32 2.82 -0.17
C 3.93 1.47 0.12
H 1.28 2.21 -0.58
H 1.43 3.56 0.57
H 3.44 3.14 -1.20
H 3.79 3.58 0.48
H 3.83 0.79 -0.73
H 4.97 1.56 0.43
```

Calculated total energy (hartree): -3977.3922
Gap between HOMO and LUMO (eV): 7.898
Total charge: -1

=====

Here is C12H16BiCl2N2O2P as an isolated structure from the Open Molecules 2025 dataset. Energies are from ωB97M-V with the def2-TZVPD basis set.

The geometry in XYZ format:
```
36
Properties=species:S:1:pos:R:3
C 0.66 -4.09 -1.59
C 0.50 -2.71 -1.02
H -0.33 -4.53 -1.74
H 1.20 -4.72 -0.86
H 1.18 -4.02 -2.56
O -0.50 -2.01 -1.03
Cl 2.04 -2.14 -0.43
Bi 0.04 2.14 0.17
P 0.14 1.21 -2.40
C -1.46 1.56 -3.19
C 1.17 2.47 -3.27
H 1.58 -0.56 -3.29
H 0.58 0.24 -4.53
H -0.17 -0.96 -3.45
C 0.58 -0.17 -3.50
H 2.23 2.33 -2.98
H 1.07 2.28 -4.36
H -1.26 1.67 -4.26
H -1.92 2.46 -2.79
H 0.85 3.49 -3.02
H -2.11 0.70 -3.04
C -2.25 0.75 0.04
O -3.21 0.18 0.31
Cl 1.60 4.07 0.16
N -0.05 -0.35 7.83
C -0.11 -0.27 6.66
C -0.19 -0.12 5.23
C 0.49 -0.97 4.34
C 0.48 -0.71 2.98
N -0.17 0.34 2.46
C -0.92 1.11 3.30
C -0.90 0.94 4.67
H 1.04 -1.82 4.72
H 1.04 -1.37 2.29
H -1.47 1.94 2.84
H -1.44 1.64 5.30
```

Calculated total energy (hartree): -2202.5577
Gap between HOMO and LUMO (eV): 5.991
Total charge: +2

=====

Here is one molecule with the formula C12H16BrNO2 from the Open Molecules 2025 dataset. Energies are from ωB97M-V with the def2-TZVPD basis set.

The geometry in XYZ format:
```
32
Properties=species:S:1:pos:R:3
C 2.61 -0.84 4.16
C 1.23 -1.02 3.52
O 1.23 -1.82 2.36
C 1.86 -1.24 1.24
C 1.45 -2.03 0.00
H 1.73 -3.07 0.15
H 1.98 -1.65 -0.87
C -0.06 -1.98 -0.25
N -0.49 -0.68 -0.70
C -1.23 -0.50 -1.81
O -1.57 -1.41 -2.55
C -1.59 0.92 -2.12
C -2.13 1.84 -1.22
C -2.47 3.12 -1.62
C -2.28 3.51 -2.93
C -1.77 2.61 -3.85
C -1.44 1.33 -3.45
H -1.06 0.60 -4.15
H -1.63 2.90 -4.88
H -2.55 4.51 -3.24
H -2.89 3.81 -0.90
Br -2.46 1.37 0.60
H -0.24 0.11 -0.13
H -0.35 -2.69 -1.02
H -0.58 -2.23 0.69
H 1.56 -0.18 1.15
H 2.95 -1.27 1.34
H 0.57 -1.55 4.21
H 0.79 -0.04 3.30
H 2.50 -0.34 5.12
H 3.07 -1.82 4.32
H 3.26 -0.25 3.53
```

SMILES string: CCOCCCNC(=O)c1ccccc1Br
Calculated total energy (hartree): -3246.1191
Gap between HOMO and LUMO (eV): 10.027

=====

Here is C12H16Cl2NO4Os as an isolated structure from the Open Molecules 2025 dataset. Energies are from ωB97M-V with the def2-TZVPD basis set.

The geometry in XYZ format:
```
36
Properties=species:S:1:pos:R:3
Os 0.14 -0.45 -0.61
C 0.86 -0.58 -2.15
O 1.86 -0.81 0.44
C 2.72 2.45 -0.05
C 1.41 2.17 0.66
O 0.40 1.68 -0.25
C -0.22 2.70 -1.06
H 3.01 1.60 -0.66
H 1.32 -0.66 -3.13
H 1.33 -3.37 -1.09
H 2.67 3.33 -0.69
H 3.50 2.62 0.69
H 1.00 3.07 1.12
H 1.52 1.41 1.42
H -0.70 3.42 -0.40
H -0.95 2.22 -1.70
H 0.54 3.20 -1.67
C -3.71 0.49 0.15
C -2.27 0.18 -0.03
O -1.47 0.02 0.92
O -1.78 0.05 -1.22
H -3.86 1.07 1.06
H -4.24 -0.46 0.26
H -4.11 1.00 -0.72
Cl 3.23 -1.33 -0.44
C 4.03 -2.72 -0.51
C 3.97 -4.02 -0.17
C 3.17 -4.86 0.67
C 1.89 -4.88 1.17
C 0.77 -4.09 0.88
Cl -0.48 -4.14 2.01
C 0.63 -3.23 -0.25
N -0.14 -2.22 -0.14
H 4.84 -4.55 -0.55
H 3.75 -5.72 1.01
H 1.70 -5.64 1.93
```

Calculated total energy (hartree): -1833.0694
Gap between HOMO and LUMO (eV): 6.383
Total charge: +1

=====

- Among the records above, which one has the lowest calculated total energy?
  C12H16BBrClO6

=====

- Among the records above, which one has the lowest calculated total energy?
  C12H16BBrClO6

=====

- Which formula does entry 1 have?
  C12H15N

=====

Copy entry 5 word for word.
Here is a 2-piece molecular cluster, C12H15N7O4 overall from the Open Molecules 2025 dataset. Energies are from ωB97M-V with the def2-TZVPD basis set.

The geometry in XYZ format:
```
38
Properties=species:S:1:pos:R:3
C -3.22 -2.02 0.04
C -1.69 -1.98 0.05
N -1.13 -0.56 0.06
C -1.69 0.15 1.27
C -3.22 0.16 1.30
C -3.77 -0.56 0.04
C -3.20 0.17 -1.21
C -1.68 0.16 -1.16
H -3.56 -2.56 -0.85
H -3.57 -2.56 0.92
H -1.30 -2.51 0.93
H -1.27 -2.47 -0.84
H -1.28 -0.32 2.18
H -1.30 1.18 1.25
H -3.57 -0.33 2.22
H -3.57 1.20 1.33
H -4.87 -0.56 0.04
H -3.54 -0.32 -2.14
H -3.56 1.20 -1.24
H -1.30 1.18 -1.14
H -1.25 -0.33 -2.05
O 5.16 3.30 1.23
N 4.84 2.81 0.14
O 5.21 3.28 -0.97
C 4.00 1.62 0.08
C 3.63 1.04 -1.12
C 2.68 -0.03 -1.16
N 2.21 -0.67 -2.36
O 2.55 -0.33 -3.50
O 1.39 -1.61 -2.14
C 2.05 -0.47 0.00
N 2.55 0.02 1.17
N 2.17 -0.38 2.42
N 2.82 0.38 3.26
N 3.61 1.29 2.63
C 3.47 1.07 1.31
H 4.04 1.44 -2.04
H 1.14 -1.08 0.07
```

SMILES string: O=[N+]([O-])c1cc([N+](=O)[O-])c2nnnn2c1.C1CN2CCC1CC2
Calculated total energy (hartree): -1150.2443
Gap between HOMO and LUMO (eV): 7.148